(1)
Entry from the Open Molecules 2025 dataset: C25H42GeMoNO3 as an isolated structure (ωB97M-V/def2-TZVPD).

**2S+1**: 2
**Net charge**: +4
**Calculated total energy**: -3401.9014 hartree
**⟨S²⟩**: 0.76
**Energy above the lowest of the compared OMol25 structures with the same formula, charge and spin**: 25.2 kcal/mol
**Kohn-Sham gap (alpha / beta)**: 7.729 / 7.783 eV
**Lowest unoccupied orbital energy (alpha / beta)**: -12.90 / -13.14 eV

Last column: Löwdin charge in e.
CARTESIAN COORDINATES (ANGSTROEM)
Mo1 -0.69047 0.50530 -0.37843  1.750
C1 -3.42409 -3.56926 -0.77267  0.005
C2 -4.10888 -2.28287 -0.90610  -0.246
C3 -4.76900 -1.71383 0.27144  0.003
C4 -4.53120 -1.83277 -2.23076  0.009
O1 -1.77602 -0.70976 -0.75932  -0.423
Ge1 0.94897 -1.75923 -3.46051  1.360
O2 1.21620 -1.74624 -1.75372  -0.468
C5 2.23248 -2.78448 -1.28907  -0.635
C6 1.48335 -3.75887 -0.40956  -0.004
C7 2.75874 -3.44573 -2.55890  -0.096
C8 3.31219 -2.02499 -0.55247  0.000
O3 0.15047 1.32153 -1.70663  -0.403
C9 0.70135 2.40112 -2.72851  -0.533
C10 -0.52357 3.09642 -3.26504  -0.003
C11 1.42340 1.57145 -3.76241  -0.053
C12 1.61859 3.27577 -1.91549  -0.007
H1 -4.25110 -4.29688 -0.86070  0.163
H2 -2.96386 -3.73024 0.19964  0.111
H3 -2.73998 -3.78726 -1.58957  0.106
H4 -5.64206 -2.37611 0.41175  0.161
H5 -5.15770 -0.70888 0.12343  0.110
H6 -4.18494 -1.80575 1.18597  0.108
H7 -5.53564 -2.28478 -2.33277  0.165
H8 -3.92397 -2.20955 -3.04943  0.110
H9 -4.68899 -0.75719 -2.29943  0.116
H10 0.72070 -4.30415 -0.96733  0.098
H11 1.01928 -3.24009 0.42930  0.076
H12 2.18406 -4.49047 -0.00433  0.122
H13 1.95805 -3.96445 -3.11892  0.082
H14 3.47928 -4.23680 -2.33948  0.138
H15 3.30148 -2.73505 -3.20366  0.098
H16 2.93595 -1.64358 0.39763  0.074
H17 3.69689 -1.19754 -1.14976  0.102
H18 4.14558 -2.69597 -0.33916  0.121
H19 -1.27083 2.38637 -3.61862  0.103
H20 -0.21813 3.69594 -4.12606  0.128
H21 -0.95950 3.78318 -2.54137  0.089
H22 0.72170 1.01488 -4.38934  0.069
H23 2.17140 0.92461 -3.29604  0.075
H24 1.96734 2.24233 -4.43121  0.129
H25 1.08699 3.75714 -1.09563  0.077
H26 1.99555 4.07025 -2.56361  0.128
H27 2.48224 2.72418 -1.54314  0.098
C13 0.17171 4.02859 3.51650  0.005
C14 -0.63538 3.17398 2.60062  -0.206
C15 -0.74594 3.49350 1.23823  -0.004
C16 -1.62298 2.80207 0.41368  -0.119
C17 -2.32428 1.66857 0.90786  -0.223
C18 -2.17660 1.32798 2.27511  -0.043
C19 -1.36118 2.07327 3.09541  0.014
H28 -0.47392 4.82498 3.90389  0.129
H29 1.00049 4.51359 3.00331  0.101
H30 0.53855 3.47300 4.37771  0.100
H31 -0.21514 4.35741 0.85641  0.136
H32 -1.85270 3.18290 -0.57543  0.115
H33 -3.19344 1.31108 0.36497  0.115
H34 -2.75351 0.50953 2.68884  0.130
H35 -1.30463 1.83605 4.15119  0.146
C20 3.31662 -0.56007 4.47244  0.011
C21 2.37247 -0.32910 3.34625  -0.194
C22 1.23164 -1.12318 3.15924  0.032
C23 0.37193 -0.86916 2.12038  -0.115
N1 0.57902 0.14306 1.24321  -0.130
C24 1.68596 0.91269 1.40148  -0.103
C25 2.57836 0.70690 2.42239  0.030
H36 3.15671 -1.52271 4.95150  0.103
H37 3.17678 0.22119 5.22636  0.122
H38 4.35137 -0.48576 4.13623  0.113
H39 1.01565 -1.94073 3.83487  0.144
H40 -0.51735 -1.46922 1.97208  0.120
H41 1.83270 1.71071 0.68295  0.111
H42 3.44482 1.35123 2.50229  0.147

Cartesian forces (eV/Å) of the 6 atoms listed first:
Mo -0.41 0.20 0.22
C 0.42 0.31 0.04
C -1.31 -0.84 -0.09
C 0.37 0.30 -0.02
C 0.44 0.23 0.01
O 0.46 0.07 0.14

=====

(2)
Entry from the Open Molecules 2025 dataset: a 2-piece molecular cluster, CBrClFN3 overall (ωB97M-V/def2-TZVPD).

**2S+1**: 1
**Calculated total energy**: -3336.2384 hartree
**Energy above the lowest of the compared OMol25 structures with the same formula, charge and spin**: 29.9 kcal/mol
**SMILES string**: N#C/N=N\Cl.FBr
**Kohn-Sham gap**: 8.279 eV
**Lowest unoccupied orbital energy**: -1.58 eV

Last column: Löwdin charge in e.
CARTESIAN COORDINATES (ANGSTROEM)
C1 -1.08256 -0.65913 0.75064  -0.241
N1 -1.54973 -0.83471 1.79718  0.186
N2 -0.39691 -0.49458 -0.38151  -0.011
N3 -0.29379 -0.50074 -1.52982  -0.305
F1 2.24712 1.21313 0.31969  -0.696
Cl1 -1.50106 -0.53782 -2.91902  0.377
Br1 2.57693 1.81384 1.96285  0.691

Cartesian forces (eV/Å) of the 6 atoms listed first:
C -1.10 0.00 -0.36
N 0.43 0.17 -0.64
N -0.62 -0.45 3.68
N 2.76 0.48 -3.14
F 0.09 0.19 0.54
Cl -1.44 -0.19 0.47

=====

(3)
Entry from the Open Molecules 2025 dataset: one molecule with the formula C10H16N2O5 (ωB97M-V/def2-TZVPD).

**2S+1**: 1
**Calculated total energy**: -876.3148 hartree
**Energy above the lowest of the compared OMol25 structures with the same formula, charge and spin**: 73.8 kcal/mol
**SMILES string**: O=C(O)CC[C@H](NC(=O)[C@@H]1CCCN1)C(=O)O
**Kohn-Sham gap**: 8.922 eV
**Lowest unoccupied orbital energy**: 0.21 eV

Last column: Löwdin charge in e.
CARTESIAN COORDINATES (ANGSTROEM)
C1 0.89129 1.97838 -0.76482  -0.201
C2 0.98879 0.53336 -1.05740  -0.472
C3 1.65185 2.33207 0.57051  -0.107
C4 0.79699 3.54982 0.93820  -0.176
C5 -0.63380 3.11510 0.58556  -0.284
C6 0.15097 -1.71440 -0.81890  -0.193
C7 -0.61323 -2.26529 -2.08987  -0.491
C8 -0.30703 -2.35811 0.51665  -0.103
C9 0.16196 -1.66340 1.83191  -0.078
C10 -0.79022 -0.73586 2.47555  -0.625
H1 -0.86520 2.94545 -1.53045  0.167
H2 1.35629 2.61226 -1.60778  0.172
H3 2.68680 2.47623 0.42138  0.099
H4 1.54263 1.65951 1.40696  0.106
H5 1.03095 4.45709 0.14141  0.162
H6 0.78229 3.95709 1.88611  0.070
H7 -1.32670 3.89659 0.49947  0.097
H8 -0.94478 2.38364 1.39285  0.112
H9 -0.68753 0.19889 -0.01884  0.080
H10 1.24555 -1.80506 -0.93885  0.140
H11 0.21164 -3.29980 0.30753  0.117
H12 -1.48208 -2.39630 0.40983  0.164
H13 0.34859 -2.47210 2.61731  0.138
H14 1.01066 -1.06538 1.63406  0.114
H15 -0.63606 -1.15487 4.44403  0.144
H16 -0.26732 -2.31620 -3.92437  0.138
N1 -0.60957 2.37391 -0.61091  -0.033
N2 -0.10361 -0.24102 -0.69602  0.125
O1 1.98544 0.02699 -1.52186  0.056
O2 -1.73075 -2.53742 -2.26979  0.152
O3 -1.12338 0.11222 1.77383  0.128
O4 -0.99950 -0.59812 3.73632  0.178
O5 0.26833 -2.20833 -3.10806  0.103

Cartesian forces (eV/Å) of the 6 atoms listed first:
C -0.64 1.16 -0.60
C -0.90 -1.37 -0.02
C -2.55 0.98 -0.33
C -0.18 2.23 -4.37
C 0.55 -1.19 2.35
C -1.17 1.88 1.64

=====

(4)
Entry from the Open Molecules 2025 dataset: one molecule with the formula C16H26N2O2S (ωB97M-V/def2-TZVPD).

**2S+1**: 1
**Calculated total energy**: -1283.4631 hartree
**Energy above the lowest of the compared OMol25 structures with the same formula, charge and spin**: 0.6 kcal/mol
**SMILES string**: Cc1ccc(S(=O)(=O)NC2CC(C)(C)NC(C)(C)C2)cc1
**Kohn-Sham gap**: 9.228 eV
**Lowest unoccupied orbital energy**: 0.63 eV

Last column: Löwdin charge in e.
CARTESIAN COORDINATES (ANGSTROEM)
C1 5.65489 1.69183 0.01837  -0.048
C2 4.54216 0.69197 -0.05186  -0.270
C3 3.83898 0.49753 -1.23611  -0.028
C4 2.82522 -0.44200 -1.30830  -0.054
C5 2.51273 -1.18724 -0.18960  -0.297
C6 3.20133 -1.01763 0.99502  -0.054
C7 4.21296 -0.07666 1.06136  -0.028
H1 4.75635 0.06499 1.98422  0.115
H2 2.93499 -1.62490 1.84484  0.116
S1 1.21527 -2.41190 -0.25442  0.661
O1 0.55886 -2.33278 -1.53129  -0.291
O2 1.75551 -3.67893 0.14856  -0.289
N1 0.23505 -1.94067 1.01823  -0.087
H3 -0.04154 -2.76537 1.52962  0.112
C8 -0.85351 -0.99485 0.82235  -0.334
C9 -2.02262 -1.59207 0.04109  -0.089
H4 -2.41229 -2.46960 0.56175  0.131
H5 -1.64058 -1.90807 -0.93002  0.112
C10 -3.15624 -0.57817 -0.16770  -0.558
N2 -2.60191 0.65863 -0.69055  0.049
H6 -3.33725 1.34190 -0.82830  0.126
C11 -1.42643 1.28907 -0.11882  -0.553
C12 -0.33591 0.22590 0.07399  -0.101
H7 0.51354 0.65850 0.60501  0.133
H8 -0.00336 -0.10779 -0.90804  0.105
C13 -0.93522 2.30049 -1.16622  -0.038
H9 -1.64676 3.11668 -1.26930  0.080
H10 -0.83422 1.80811 -2.12891  0.084
H11 0.02806 2.71216 -0.87671  0.082
C14 -1.68544 2.05612 1.19275  -0.028
H12 -2.54527 2.71357 1.07628  0.084
H13 -1.87702 1.38809 2.02612  0.060
H14 -0.82002 2.66597 1.44102  0.082
C15 -4.09692 -1.11282 -1.25815  -0.040
H15 -4.95255 -0.45211 -1.37969  0.080
H16 -4.45778 -2.10447 -0.99929  0.082
H17 -3.56525 -1.16704 -2.20348  0.084
C16 -3.97923 -0.40570 1.12457  -0.031
H18 -4.53353 -1.31734 1.33499  0.081
H19 -4.69356 0.40728 1.00613  0.084
H20 -3.35203 -0.18641 1.98287  0.060
H21 -1.17731 -0.70738 1.83078  0.141
H22 2.26939 -0.60858 -2.21745  0.116
H23 4.08878 1.08558 -2.10702  0.115
H24 5.73802 2.11223 1.01760  0.078
H25 6.60126 1.20654 -0.22127  0.088
H26 5.50038 2.49736 -0.69504  0.078

Cartesian forces (eV/Å) of the 6 atoms listed first:
C 0.04 -0.04 -0.01
C -0.08 0.01 -0.05
C 0.02 -0.05 0.12
C -0.10 -0.10 -0.13
C -0.39 -0.30 -0.16
C 0.11 0.00 0.13

=====

(5)
Entry from the Open Molecules 2025 dataset: a 3-piece molecular cluster, C17H39BrFO6P overall (ωB97M-V/def2-TZVPD).

**2S+1**: 1
**Calculated total energy**: -4137.5677 hartree
**SMILES string**: C[C@H](Br)CP[C@H](C)F.COCCOCCOC.COCCOCCOC
**Kohn-Sham gap**: 9.526 eV
**Lowest unoccupied orbital energy**: 0.67 eV

Last column: Löwdin charge in e.
CARTESIAN COORDINATES (ANGSTROEM)
C1 -0.58050 -1.16575 -0.91859  -0.175
C2 -1.28333 -0.39270 -2.18172  -0.724
Br1 -2.36818 1.23785 -1.61230  0.579
C3 -2.13299 -1.35291 -3.20255  -0.466
P1 -3.35192 -2.55838 -2.36329  0.879
C4 -4.50926 -1.70192 -1.10981  -0.527
C5 -5.44440 -0.58246 -1.89645  -0.157
F1 -3.84809 -1.18403 0.11024  -0.191
H1 0.04360 -2.07790 -1.30428  0.091
H2 0.21168 -0.41269 -0.43788  0.084
H3 -1.30825 -1.45682 -0.04901  0.070
H4 -0.38997 0.06666 -2.82632  0.097
H5 -1.33918 -2.02865 -3.78247  0.102
H6 -2.74538 -0.64846 -3.92295  0.077
H7 -2.53534 -3.47325 -1.55522  -0.056
H8 -5.27515 -2.53856 -0.73754  0.115
H9 -4.88923 -0.24881 -2.89138  0.052
H10 -5.74700 0.31632 -1.20448  0.091
H11 -6.42781 -1.15934 -2.24964  0.090
C6 1.82408 -7.61723 2.86370  -0.109
O1 1.80111 -6.22444 3.12852  -0.208
C7 2.46710 -5.46889 2.11737  -0.195
C8 1.99615 -4.01401 2.13602  -0.170
O2 0.73346 -3.82496 1.48341  -0.150
C9 -0.41401 -4.30020 2.20046  -0.169
C10 -0.78812 -3.40774 3.38720  -0.190
O3 0.05814 -3.68552 4.50483  -0.209
C11 0.09930 -2.60865 5.42659  -0.109
H12 2.85337 -7.98296 2.82405  0.085
H13 1.29425 -8.12956 3.67181  0.090
H14 1.30795 -7.83448 1.92361  0.086
H15 2.27405 -5.90214 1.12707  0.126
H16 3.54222 -5.51162 2.32460  0.124
H17 2.71256 -3.41877 1.55825  0.126
H18 1.98498 -3.60093 3.14590  0.119
H19 -0.29237 -5.34447 2.49332  0.118
H20 -1.23919 -4.26738 1.48047  0.120
H21 -1.81861 -3.61860 3.69444  0.126
H22 -0.70451 -2.35588 3.09447  0.124
H23 0.49683 -1.71089 4.94572  0.085
H24 0.76876 -2.88419 6.24697  0.089
H25 -0.89716 -2.41273 5.83191  0.086
C12 1.13235 3.07812 0.31895  -0.106
O4 1.66134 3.98299 -0.63599  -0.207
C13 1.51580 3.50672 -1.97345  -0.193
C14 1.59849 4.66530 -2.96829  -0.170
O5 0.37459 5.40540 -3.07008  -0.137
C15 0.07181 6.26141 -1.96000  -0.169
C16 0.94018 7.52213 -1.92410  -0.193
O6 2.22679 7.22466 -1.37770  -0.209
C17 3.20378 8.18027 -1.75626  -0.111
H26 1.65374 2.11879 0.26792  0.081
H27 1.27298 3.50813 1.31472  0.090
H28 0.05979 2.93598 0.15528  0.069
H29 0.55370 2.99121 -2.09300  0.109
H30 2.32919 2.79769 -2.16403  0.124
H31 1.76554 4.24356 -3.96608  0.125
H32 2.44270 5.32420 -2.75908  0.118
H33 0.10441 5.71246 -1.01731  0.119
H34 -0.96809 6.57229 -2.10952  0.126
H35 0.47261 8.27146 -1.27552  0.124
H36 1.03757 7.92812 -2.93642  0.125
H37 3.31915 8.19665 -2.84330  0.085
H38 4.16045 7.88724 -1.31349  0.089
H39 2.93147 9.17326 -1.38828  0.085

Cartesian forces (eV/Å) of the 6 atoms listed first:
C 0.55 1.13 0.34
C 1.86 -0.78 -0.92
Br 0.85 -1.26 -0.35
C 0.80 1.07 0.83
P -0.40 -0.31 -0.19
C -1.19 0.07 0.56

=====

(6)
Entry from the Open Molecules 2025 dataset: C5H10NS as an isolated structure (ωB97M-V/def2-TZVPD).

**2S+1**: 1
**Net charge**: +1
**Calculated total energy**: -649.0943 hartree
**Energy above the lowest of the compared OMol25 structures with the same formula, charge and spin**: 82.3 kcal/mol
**Kohn-Sham gap (alpha / beta)**: 8.004 / 8.004 eV
**Lowest unoccupied orbital energy (alpha / beta)**: -5.35 / -5.35 eV

Last column: Löwdin charge in e.
CARTESIAN COORDINATES (ANGSTROEM)
C1 -0.14449 -0.85237 -0.09294  -0.425
C2 -0.92182 -1.29239 0.94347  0.180
C3 -0.11305 0.59683 -0.59700  -0.320
C4 0.95146 0.64613 0.36739  -0.458
C5 -1.21966 1.56061 -0.34640  -0.016
N1 0.63046 -1.68429 -0.88998  0.093
S1 2.56290 0.20810 0.24131  0.961
H1 -1.23826 -2.36480 1.18118  0.125
H2 -1.37070 -0.70585 1.68713  0.066
H3 0.27371 0.40962 -1.55704  0.136
H4 0.82644 1.13947 1.34020  0.115
H5 -0.95713 2.60250 -0.73258  0.129
H6 -1.44949 1.52876 0.63813  0.042
H7 -2.15492 1.50741 -1.00557  0.131
H8 0.39169 -2.64870 -0.82587  0.108
H9 0.90260 -1.46902 -1.84424  0.119
H10 3.03026 0.81797 1.49280  0.014

Cartesian forces (eV/Å) of the 6 atoms listed first:
C -1.79 -1.79 0.17
C 0.31 -1.86 -0.64
C 0.81 -0.26 0.91
C 0.98 1.47 1.80
C -0.95 1.92 -4.95
N -0.10 -0.28 -0.01